A cluster of 9 separate species, C15H48N4O9 in total at a distorted geometry. Source: OMol25; level of theory: the ωB97M-V functional and the def2-TZVPD basis.

Computed properties:
Largest force on an atom = 8.57 eV/Å
Electronic energy = -1496.33926 hartree
LUMO level = -0.439 eV
Energy relative to the best compared isomer or geometry (same formula, charge and spin) = 27.5 kcal per mole
SMILES = NC(N)=O.NC(N)=O.CCO.CCO.CCO.CCO.CCO.CCO.CO
HOMO energy = -0.309 Eh

Geometry (Å):
N  1.82423  1.03888  3.00013
C  1.55275  0.31044  4.03259
N  1.23258  -0.95088  3.76686
O  1.61144  0.75839  5.36886
H  2.09033  1.99850  3.13868
H  1.43567  0.79294  2.06270
H  0.59868  -1.35263  4.52819
H  1.08027  -1.40360  2.85261
N  0.03603  -2.39237  -0.03757
C  -0.96778  -2.47121  0.74894
N  -2.06697  -2.30988  0.04987
O  -0.88707  -2.73187  2.10786
H  0.97547  -2.53604  0.38749
H  -0.05377  -2.23045  -1.01959
H  -2.92268  -2.15406  0.62464
H  -2.24476  -2.04223  -0.93998
C  -2.89308  4.58161  0.27206
C  -3.97481  3.42519  0.06902
O  -4.63169  3.26527  1.32003
H  -3.36263  5.49335  0.65860
H  -2.37273  4.71076  -0.62892
H  -2.12202  4.22527  1.02277
H  -3.48509  2.47138  -0.18467
H  -4.74732  3.65910  -0.67723
H  -5.35386  2.71130  1.18946
C  0.67048  2.36681  0.16198
C  0.54675  0.98135  -0.42480
O  1.14085  0.11802  0.50609
H  -0.09069  2.45937  0.92978
H  0.46156  3.14658  -0.66237
H  1.64982  2.65654  0.60421
H  1.12598  0.91223  -1.34231
H  -0.47329  0.70501  -0.61619
H  0.81947  -0.78994  0.42449
C  -1.63816  0.29358  2.84680
C  -2.59114  0.98788  1.97930
O  -3.86987  0.96029  2.68253
H  -1.81258  -0.74943  3.01298
H  -1.53770  0.76659  3.84953
H  -0.70735  0.44765  2.27138
H  -2.75277  0.50382  1.05009
H  -2.17977  1.97401  1.76227
H  -4.19108  0.10231  2.56675
C  5.65280  0.33795  0.05392
C  4.21542  0.16760  0.56756
O  4.12901  0.04109  1.99872
H  5.50943  0.55772  -0.95337
H  6.21723  -0.60990  0.16383
H  6.14016  1.18617  0.52262
H  3.77682  -0.70890  0.10825
H  3.58282  1.03677  0.37485
H  3.29646  0.41591  2.33765
C  -3.18638  0.64263  -2.42180
C  -3.99721  -0.68920  -2.68129
O  -3.24652  -1.82458  -2.39988
H  -3.95435  1.44835  -2.57300
H  -2.36068  0.75974  -3.15457
H  -2.80070  0.73513  -1.39240
H  -4.19477  -0.69009  -3.76583
H  -4.96625  -0.61918  -2.26796
H  -3.80433  -2.61330  -2.38801
C  4.27045  -2.66890  -2.88669
C  3.47418  -2.89674  -1.63496
O  4.33645  -3.01082  -0.51750
H  4.85414  -1.74813  -2.74508
H  3.64367  -2.43852  -3.71076
H  4.81230  -3.55240  -3.17132
H  2.84326  -3.81891  -1.73275
H  2.76684  -2.11922  -1.41200
H  3.70951  -2.96457  0.20746
C  0.34974  -1.33328  -3.36260
O  -0.47349  -2.16690  -2.64686
H  -0.04010  -0.26937  -3.29687
H  0.43804  -1.71731  -4.44288
H  1.36642  -1.37449  -3.00656
H  -1.28205  -2.20416  -3.08586

Atoms 1-6, force components in eV/Å:
N 0.344 2.607 -2.986
C -0.230 0.868 8.521
N -2.270 -2.760 1.796
O -0.358 -2.070 -7.033
H -0.087 0.059 0.324
H 0.383 0.094 1.028